DFT (ωB97M-V with the def2-TZVPD basis set) results for one molecule with the formula C24H33N3O3.

The geometry in ORCA input format:
```
! RIJCOSX wB97M-V def2-TZVPD def2/J DEFGRID3
* xyz 0 1
C -2.77703 -3.35108 0.41338
C -2.14505 -2.74725 -0.83580
C -0.61257 -2.71701 -0.80864
C -0.07144 -2.23510 -2.15475
C -0.08230 -1.85219 0.35022
N -0.50200 -0.47232 0.24309
C -1.45603 0.05938 1.03772
O -1.88742 -0.45369 2.04126
O -1.81485 1.27708 0.57273
C -2.89576 1.92140 1.25715
C -4.21508 1.49065 0.67051
C -4.82023 0.31798 1.10649
C -6.00295 -0.11156 0.53109
C -6.59232 0.62671 -0.48127
C -5.99296 1.79493 -0.92063
C -4.80679 2.22278 -0.35028
C 1.44677 -1.94364 0.47926
O 2.10776 -2.84219 0.00561
N 1.96504 -0.94567 1.22467
C 3.38256 -0.68758 1.30357
C 3.87620 0.18274 0.11818
C 2.78432 1.16974 -0.22016
C 2.03443 1.02499 -1.37903
C 0.98219 1.88629 -1.64804
C 0.67033 2.90101 -0.75973
C 1.42029 3.05624 0.39458
C 2.46871 2.19557 0.66429
N 5.11008 0.87854 0.47353
C 6.17191 -0.04008 0.83732
C 5.54956 1.73974 -0.60882
H -2.64744 -2.69946 1.27325
H -2.33417 -4.31935 0.63666
H -3.84466 -3.48911 0.25749
H -2.45200 -3.33208 -1.70602
H -2.52562 -1.73155 -0.97444
H -0.23514 -3.72874 -0.63245
H -0.39196 -2.91001 -2.94477
H 1.01453 -2.22250 -2.13982
H -0.44008 -1.23924 -2.39437
H -0.50099 -2.22352 1.29322
H -0.24702 0.04451 -0.58599
H -2.72682 2.99089 1.11661
H -2.84289 1.66477 2.32020
H -4.35482 -0.25893 1.89137
H -6.46581 -1.02459 0.87539
H -7.51698 0.29216 -0.92826
H -6.44896 2.37312 -1.71105
H -4.33678 3.13183 -0.69756
H 1.34440 -0.19981 1.50095
H 3.58981 -0.16833 2.24049
H 3.88415 -1.65648 1.29333
H 4.03234 -0.48239 -0.75303
H 2.27354 0.23217 -2.07404
H 0.40855 1.76783 -2.55656
H -0.15187 3.56824 -0.96815
H 1.18496 3.85034 1.08787
H 3.06373 2.31753 1.55662
H 5.90670 -0.58128 1.74182
H 7.07412 0.53566 1.03765
H 6.39157 -0.76707 0.04052
H 4.76819 2.45884 -0.84603
H 6.43562 2.28409 -0.28639
H 5.79641 1.17602 -1.52198
*
```

Calculated values
- SMILES string = CC[C@@H](C)[C@H](NC(=O)OCc1ccccc1)C(=O)NC[C@@H](c1ccccc1)N(C)C
- electronic energy (a.u.) = -1324.3766
- relative energy (zero: lowest compared OMol25 entry of this formula, charge and spin) (eV) = 0.885
- HOMO-LUMO gap (eV) = 9.56
- E_HOMO (eV) = -8.860

These are the Mulliken partial charges, in e, on atoms 1 to 8:
1 C -1.222
2 C -0.636
3 C 0.538
4 C -1.616
5 C -0.398
6 N 0.909
7 C 0.470
8 O -0.667